Entry from the Open Molecules 2025 dataset: 14 unconnected molecules or ions with the total composition C35H105N21O14 in a non-equilibrium geometry (ωB97M-V/def2-TZVPD).

Cartesian coordinates (Å):
O (-2.70508, -5.33039, -15.75454)
O (-11.80774, 0.78169, -21.71417)
O (-9.20429, -0.29746, -28.37702)
O (-11.03515, 7.19123, -24.38596)
O (-2.21330, -4.45525, -28.00939)
O (-6.68161, -8.14177, -30.19109)
O (-10.26627, 6.56203, -16.16212)
O (-8.98716, -5.37544, -16.69104)
O (-1.64810, 0.46388, -16.94491)
O (-14.94569, 2.10390, -13.52579)
O (-18.97630, 1.57210, -19.59437)
O (-15.21467, -8.05999, -25.30012)
O (-20.10954, 7.60772, -18.33705)
O (-16.65520, -3.77501, -14.85984)
N (-13.16647, 7.33786, -21.38943)
N (-19.87989, 0.73279, -21.50690)
N (-15.16893, -7.31959, -23.14297)
N (-5.19996, -8.49821, -27.85596)
N (-18.12180, 6.62292, -18.87313)
N (-0.15520, -4.24762, -31.12558)
N (-2.50780, -6.12126, -12.96619)
N (-9.53586, -1.79421, -29.91118)
N (-8.21798, 6.85237, -15.56560)
N (-15.48107, 3.59061, -15.14539)
N (-4.10139, 1.06600, -15.47340)
N (-14.47998, -4.53195, -17.81085)
N (-17.83328, 1.31006, -21.57742)
N (-11.31990, -1.86821, -22.22514)
N (-9.85866, -6.02696, -14.80372)
N (-7.81049, -5.47500, -14.73445)
N (-16.61837, 1.70554, -14.85115)
N (-9.51330, 5.98895, -14.18493)
N (-18.29735, 8.75220, -18.31054)
N (-10.55177, -1.99205, -27.89562)
N (-14.05074, -6.31921, -24.70818)
C (-14.83952, -7.25636, -24.40465)
C (-15.52476, -4.34938, -15.57346)
C (-10.18157, -1.12401, -21.84965)
C (-6.99457, -7.33396, -29.02866)
C (-18.90513, 7.61606, -18.50046)
C (-8.88998, -5.56600, -15.52229)
C (-9.40310, 6.38174, -15.42029)
C (-0.12767, -5.56638, -12.96655)
C (-2.90827, 0.58489, -17.55868)
C (-7.02210, -7.57071, -31.45551)
C (-2.40811, -3.16093, -27.53885)
C (-18.90331, 1.21031, -20.80211)
C (-1.09535, -4.53529, -28.93229)
C (-8.87610, -1.60215, -22.41199)
C (-11.64131, 1.21425, -20.38745)
C (-15.63547, -4.02694, -17.05052)
C (-11.08283, 5.85847, -24.99704)
C (-11.40808, 7.36260, -23.01557)
C (-1.47041, -5.36398, -13.62225)
C (-16.56918, -3.99433, -13.51952)
C (-2.77629, -5.47397, -17.19011)
C (-15.67082, 2.46459, -14.45941)
C (-0.49174, 0.69432, -17.82053)
C (-6.64099, -8.16229, -27.77392)
C (-4.01265, 0.12800, -16.51859)
C (-5.44743, 0.12350, -17.09916)
C (-6.90377, -7.40251, -26.47842)
C (-13.93680, 7.62874, -23.59990)
C (-12.88303, 6.92647, -22.75493)
C (-16.96263, -4.63413, -17.73035)
C (-10.57793, 0.31615, -22.26487)
C (-1.41631, -5.62971, -15.16461)
C (-1.11399, -3.65487, -30.17439)
C (-2.44180, -3.47898, -30.96781)
C (-9.70266, -1.29635, -28.68012)
H (-0.41984, -5.21327, -31.25817)
H (-3.15924, -2.86872, -30.41922)
H (-17.13567, 6.83875, -18.90565)
H (-13.68345, -4.02191, -17.45660)
H (-14.98626, -6.70626, -22.36159)
H (-15.79977, -8.07975, -22.93245)
H (-3.54326, -5.03918, -17.83106)
H (-6.50036, -6.36490, -29.09782)
H (-1.73702, -4.31956, -13.46036)
H (-3.37807, -5.91549, -13.43564)
H (-6.59286, -6.35782, -26.48462)
H (-8.79941, -1.34112, -30.43316)
H (-10.66896, -6.41612, -15.26422)
H (-14.61098, -3.91256, -15.17061)
H (-0.67477, -2.70277, -29.87659)
H (-6.24467, -0.15186, -16.40874)
H (-0.66355, -4.96112, -15.58227)
H (-13.77159, -5.55045, -24.11559)
H (-16.73039, 0.75244, -14.53629)
H (-4.72027, -7.61019, -27.89359)
H (-14.93149, 7.18494, -23.55843)
H (-9.73737, -6.08159, -13.80252)
H (-13.81082, -6.25942, -25.68744)
H (-10.01104, -2.51585, -30.43419)
H (-17.42119, -3.57184, -12.98691)
H (-7.16862, -9.11193, -27.68497)
H (-10.71920, 6.86360, -22.33399)
H (-11.31940, 0.54349, -19.59087)
H (-7.04444, -6.48185, -31.41115)
H (-7.57201, 6.56940, -14.84258)
H (-2.67979, -2.45090, -28.31997)
H (-10.88192, 0.23112, -23.30816)
H (-17.77153, 0.84250, -22.47054)
H (-7.91542, 7.37396, -16.37585)
H (0.24585, -6.58148, -13.10133)
H (-2.38543, -7.11113, -13.12519)
H (0.43623, 0.25119, -17.45915)
H (-8.60971, -2.58181, -22.01525)
H (-3.24636, -3.04659, -26.85158)
H (0.83756, -4.33974, -30.96423)
H (-11.48613, -2.40480, -21.38577)
H (0.64625, -4.85828, -13.26276)
H (-16.09722, 3.88589, -15.88920)
H (-12.45587, 6.97588, -20.76966)
H (-6.47326, -7.85472, -25.58496)
H (-1.21344, -6.69798, -15.24046)
H (-11.23952, 8.41692, -22.79629)
H (-20.82490, 0.73726, -21.15048)
H (-12.04933, 5.39057, -24.80985)
H (-7.94296, -7.32861, -26.15788)
H (-8.09162, -5.81742, -13.82681)
H (-8.08094, -7.78232, -31.60436)
H (-10.39913, 5.26230, -24.39270)
H (-9.82125, 1.10070, -22.26248)
H (-10.06419, -1.06486, -20.76760)
H (-8.04073, -7.04667, -28.92320)
H (-18.42624, 5.66440, -18.78013)
H (-17.84747, -4.06047, -17.45455)
H (-2.27721, -2.78515, -31.79219)
H (-15.57937, -2.94512, -17.17138)
H (-14.35825, -5.52325, -17.66050)
H (-15.64886, -3.59473, -13.09359)
H (-10.80930, 5.85081, -26.05214)
H (-14.67159, 4.13940, -14.89305)
H (-17.01361, -5.69999, -17.50802)
H (-5.62507, -0.62320, -17.87310)
H (-3.79008, -0.86121, -16.11856)
H (-13.68158, 7.54333, -24.65615)
H (-8.04646, -0.93748, -22.17108)
H (-11.00349, -2.78866, -28.32157)
H (-13.08489, 8.33986, -21.29235)
H (-6.86650, -5.48447, -15.09348)
H (-17.00523, 1.56576, -21.05873)
H (-6.31347, -7.97238, -32.17982)
H (-8.69365, 5.95067, -13.59603)
H (-16.70271, -5.02358, -13.18647)
H (-1.49893, -2.76477, -27.08658)
H (-10.48070, -1.93132, -26.88996)
H (-3.00251, 0.08022, -18.52021)
H (-17.24175, 1.93066, -15.61326)
H (-13.96700, 8.71164, -23.47953)
H (-1.88663, -4.99288, -17.59650)
H (-12.59074, 1.67612, -20.11663)
H (-12.03546, -1.16965, -22.08340)
H (-16.87124, -4.45739, -18.80203)
H (-2.59506, -6.52130, -17.43168)
H (-0.10770, -4.44919, -28.47925)
H (-10.37433, 5.90098, -13.66434)
H (-0.76382, 0.18020, -18.74236)
H (-5.68836, 1.10525, -17.50687)
H (-10.89955, 2.01255, -20.36279)
H (-19.77105, 0.67277, -22.50923)
H (-2.84738, -4.38471, -31.41866)
H (-3.07984, 1.63060, -17.81395)
H (-1.15652, -5.57960, -29.23848)
H (-18.86725, 9.48262, -17.90830)
H (-0.20576, -5.36559, -11.89806)
H (-12.93103, 5.84801, -22.90571)
H (-0.46967, 1.77174, -17.98416)
H (-15.44941, -5.39843, -15.28723)
H (-3.11479, 1.22496, -15.32691)
H (-5.18251, -8.77865, -28.82610)
H (-8.86717, -1.65823, -23.50051)
H (-4.39914, 1.99706, -15.72750)
H (-17.28977, 8.81276, -18.34553)

**Strongest force on any atom**: 0.1416 hartree/bohr
**Energy above the lowest of the compared OMol25 structures with the same formula, charge and spin**: 199.0 kcal per mole
**Net charge**: 0
**Lowest unoccupied orbital energy**: -0.0051 eV

=====

Entry from the Open Molecules 2025 dataset: a molecular structure, C4HFeLiO4 in a non-equilibrium geometry (ωB97M-V/def2-TZVPD).

Cartesian coordinates (Å):
Fe (-0.29976, 1.72162, 2.69167)
O (2.64105, -0.48179, -0.92168)
O (-0.18647, 0.31683, 1.21001)
O (-1.63052, 1.97245, 1.22857)
O (-1.83578, 0.19989, -0.14008)
C (-0.75777, -0.91718, -1.23637)
C (-0.92762, -1.09510, -0.00436)
C (-1.12731, 1.00605, 0.64470)
C (3.30044, -0.21412, -1.80119)
Li (1.33574, -1.21794, 0.54746)
H (-0.51200, -1.29072, -2.21874)

**Strongest force on any atom**: 0.0925 hartree/bohr
**Spin multiplicity**: 5
**Energy above the lowest of the compared OMol25 structures with the same formula, charge and spin**: 98.8 kcal per mole
**Net charge**: +2
**Lowest unoccupied orbital energy (alpha / beta)**: -10.5444 / -10.7619 eV

=====

Entry from the Open Molecules 2025 dataset: a single C5H8FN molecule in a non-equilibrium geometry (ωB97M-V/def2-TZVPD).

Cartesian coordinates (Å):
F (-1.30881, 1.72586, 0.77342)
N (1.79464, 0.73929, -0.58230)
C (0.30107, 0.00245, 1.12558)
C (-0.47639, 0.79841, 0.11032)
C (1.66847, -0.19624, 0.45900)
C (-1.30082, -0.08553, -0.79328)
C (0.78142, 1.42100, -0.78931)
H (0.60470, 2.27758, -1.54288)
H (2.42614, -0.12602, 1.21960)
H (-0.14089, -0.95760, 1.37004)
H (0.38365, 0.33405, 2.08399)
H (-0.64276, -0.66713, -1.26509)
H (1.85442, -1.09276, -0.10207)
H (-1.59280, 0.42753, -1.66307)
H (-2.10807, -0.58777, -0.23361)

**Strongest force on any atom**: 0.0874 hartree/bohr
**Energy above the lowest of the compared OMol25 structures with the same formula, charge and spin**: 25.1 kcal per mole
**Net charge**: 0
**Lowest unoccupied orbital energy**: 1.0072 eV
**Structure (SMILES)**: C[C@]1(F)C=NCC1

=====

Entry from the Open Molecules 2025 dataset: 2 unconnected molecules or ions with the total composition C5H8O2 in a non-equilibrium geometry (ωB97M-V/def2-TZVPD).

Cartesian coordinates (Å):
O (-0.11084, 0.92344, 1.24441)
O (-1.36869, -2.17976, 0.07424)
C (-0.95456, -1.30422, 0.78988)
C (2.08942, -0.95319, -0.14073)
C (-1.09895, 0.19415, 0.51090)
C (-1.30438, 0.70934, -0.92852)
C (3.14969, -0.65290, 0.35603)
H (-2.10081, 0.18973, -1.50146)
H (0.01974, 1.82599, 0.86178)
H (-0.59670, -1.59613, 1.71348)
H (-0.46369, 0.56284, -1.48855)
H (4.02228, -0.24051, 0.73074)
H (-1.36153, 1.75340, -0.99870)
H (-2.06994, 0.42314, 0.99328)
H (1.17547, -1.33831, -0.43311)

**Strongest force on any atom**: 0.1258 hartree/bohr
**Spin multiplicity**: 3
**Energy above the lowest of the compared OMol25 structures with the same formula, charge and spin**: 67.5 kcal per mole
**Net charge**: 0
**Lowest unoccupied orbital energy (alpha / beta)**: 0.8413 / -2.4368 eV

=====

Entry from the Open Molecules 2025 dataset: 9 unconnected molecules or ions with the total composition C3H24N4O9 in a non-equilibrium geometry (ωB97M-V/def2-TZVPD).

Cartesian coordinates (Å):
O (7.27474, 6.53343, 9.26750)
O (6.59569, 5.38540, 6.25193)
O (4.88607, 9.11512, 9.12317)
O (8.47590, 8.89197, 5.13417)
O (4.54625, 7.21560, 7.12659)
O (8.13269, 8.57995, 7.72052)
O (5.07982, 11.77801, 5.23345)
O (7.66952, 3.97321, 8.48512)
O (5.31940, 11.86170, 10.43521)
N (7.89948, 9.48651, 9.76135)
N (8.01681, 10.81769, 7.84648)
N (5.72299, 9.67552, 5.59563)
N (6.93742, 11.09928, 4.15757)
C (7.99413, 9.60741, 8.41323)
C (5.89814, 10.93257, 4.99905)
C (6.85264, 5.51782, 4.90472)
H (8.32277, 8.57719, 6.08566)
H (7.63826, 3.33884, 9.22411)
H (5.40567, 11.13859, 11.10221)
H (7.61711, 4.84975, 8.99194)
H (7.86511, 10.26896, 10.32745)
H (6.39936, 4.65418, 4.41713)
H (5.12238, 11.36644, 9.62479)
H (7.28824, 10.25282, 3.81168)
H (7.67665, 8.60202, 10.12531)
H (6.39921, 6.48308, 4.65343)
H (7.17093, 11.97505, 3.83883)
H (3.96532, 9.32085, 9.31706)
H (5.30221, 9.90131, 6.45818)
H (5.29272, 6.59539, 6.79608)
H (6.48324, 6.69488, 8.78358)
H (4.77015, 8.35151, 8.48110)
H (7.97785, 7.03160, 8.82926)
H (7.08725, 4.60270, 6.58876)
H (8.49747, 8.03881, 4.66246)
H (6.55075, 9.08076, 5.58846)
H (3.73253, 6.90684, 6.74514)
H (7.57200, 11.59444, 8.29247)
H (8.09717, 10.94260, 6.84716)
H (7.90636, 5.56040, 4.68139)

**Strongest force on any atom**: 0.0474 hartree/bohr
**Energy above the lowest of the compared OMol25 structures with the same formula, charge and spin**: 8.5 kcal per mole
**Net charge**: 0
**Lowest unoccupied orbital energy**: 0.3495 eV
**Structure (SMILES)**: NC(N)=O.NC(N)=O.CO.O.O.O.O.O.O

=====

Entry from the Open Molecules 2025 dataset: 2 unconnected molecules or ions with the total composition C2H2N4 in a non-equilibrium geometry (ωB97M-V/def2-TZVPD).

Cartesian coordinates (Å):
N (0.19519, -1.25953, 0.03251)
N (1.88414, -0.12547, 0.04219)
N (-1.70789, 0.05724, 0.06376)
N (-0.84243, -0.81747, 0.05870)
C (-2.76219, 0.58637, -0.00467)
C (3.02906, 0.14019, 0.04176)
H (-3.80947, 0.92289, -0.17803)
H (4.01359, 0.49577, -0.05622)

**Strongest force on any atom**: 0.1444 hartree/bohr
**Energy above the lowest of the compared OMol25 structures with the same formula, charge and spin**: 21.5 kcal per mole
**Net charge**: +2
**Lowest unoccupied orbital energy (alpha / beta)**: -13.5278 / -13.5281 eV

=====

Entry from the Open Molecules 2025 dataset: 2 unconnected molecules or ions with the total composition C3H11NOS2 in a non-equilibrium geometry (ωB97M-V/def2-TZVPD).

Cartesian coordinates (Å):
S (-0.24983, 1.18201, -0.69094)
S (0.29862, 1.40373, 1.29305)
O (2.98339, -0.30488, -1.26566)
N (-0.63284, -2.90650, -0.03515)
C (-0.85623, -0.52576, -0.77866)
C (-0.59935, 2.93149, 1.64088)
C (-0.25256, -1.52300, 0.21130)
H (-0.12673, 3.35334, 2.52268)
H (-0.72948, -0.91354, -1.78635)
H (2.30264, 0.36928, -1.14239)
H (-1.67180, 2.76258, 1.76908)
H (0.80139, -1.44293, 0.20515)
H (-1.93775, -0.46333, -0.63430)
H (-0.07392, -3.31443, -0.78394)
H (3.44686, -0.01242, -2.05233)
H (-0.59624, -1.25875, 1.21200)
H (-1.53983, -2.95429, -0.47966)
H (-0.56635, 3.61739, 0.79524)

**Strongest force on any atom**: 0.0243 hartree/bohr
**Energy above the lowest of the compared OMol25 structures with the same formula, charge and spin**: 7.2 kcal per mole
**Net charge**: 0
**Lowest unoccupied orbital energy**: 0.5844 eV
**Structure (SMILES)**: CSSCCN.O

=====

Entry from the Open Molecules 2025 dataset: 2 unconnected molecules or ions with the total composition C3H3OS2 in a non-equilibrium geometry (ωB97M-V/def2-TZVPD).

Cartesian coordinates (Å):
S (-2.54658, -0.87063, 0.99651)
S (2.09382, 1.00107, 1.10415)
O (2.74071, -1.14834, -0.69442)
C (2.17213, -0.16734, -0.28452)
C (-0.27474, 0.53883, -0.64861)
C (0.95467, 0.48842, -0.16672)
H (-0.36502, -0.16317, -1.40712)
H (-3.74400, -0.93420, 1.52443)
H (-1.03098, 1.25536, -0.42370)

**Strongest force on any atom**: 0.0526 hartree/bohr
**Energy above the lowest of the compared OMol25 structures with the same formula, charge and spin**: 62.0 kcal per mole
**Net charge**: -1
**Lowest unoccupied orbital energy**: 2.8046 eV

=====

> Which formula does entry 4 have?

C5H8O2

=====

> Which of these has the lowest net charge?

C3H3OS2

=====

> Among the records above, which one has the lowest energy above the lowest of the compared OMol25 structures with the same formula, charge and spin?

C3H11NOS2